1.
The following is a quantum chemistry calculation of the ion C6H11N3S with charge +2 in a non-equilibrium geometry, from the OMol25 dataset.

Last column: Mulliken charge in e.
Atoms and positions in Å:
C (2.482, -0.291, -0.071)  0.0204
C (0.220, -0.853, 0.205)  0.1028
C (-2.224, -1.108, 0.308)  -0.5493
C (1.158, 1.788, 0.436)  -0.5739
C (-2.327, 0.206, -0.631)  -0.7236
C (-0.039, 1.348, -0.322)  -0.2737
N (-0.802, -1.606, 0.466)  -0.1151
N (2.369, 0.987, -0.021)  -0.1151
N (1.512, -1.206, 0.188)  -0.0979
S (-1.628, 1.628, 0.333)  0.0874
H (3.543, -0.636, -0.400)  0.3789
H (-2.720, -0.969, 1.345)  0.3591
H (-2.800, -1.986, -0.329)  0.3571
H (1.554, 2.915, 0.310)  0.3849
H (1.153, 1.546, 1.546)  0.3466
H (-2.048, -0.066, -1.638)  0.4339
H (-3.441, 0.367, -0.731)  0.4207
H (0.165, 1.119, -1.342)  0.5910
H (-0.875, -2.477, 0.958)  0.2958
H (3.161, 1.473, -0.561)  0.3496
H (1.586, -2.177, -0.048)  0.3204

## Properties
* net charge: +2
* HOMO-LUMO gap: 0.3084 Ha
* E_LUMO: -8.56 eV
* HOMO energy: -0.6231 Ha



2.
The following is a quantum chemistry calculation of a structure of composition C60H162F2NO34Y in a non-equilibrium geometry, from the OMol25 dataset.

Last column: Mulliken charge in e.
Atoms and positions in Å:
Y (-2.902, -1.184, -3.617)  0.6908
C (1.508, 0.611, -1.433)  -0.6538
C (0.785, -0.572, -0.708)  2.4163
C (1.463, -0.910, 0.672)  -0.2331
C (1.264, 0.157, 1.723)  -0.9428
C (-0.234, 0.308, 1.895)  -0.3681
C (-1.016, 0.569, 0.565)  2.2212
N (-0.641, -0.409, -0.503)  -0.2077
O (-1.512, -0.690, -1.597)  2.0796
C (-0.812, 2.053, 0.255)  -0.2846
C (-2.525, 0.341, 0.991)  -0.6149
C (1.133, -1.817, -1.514)  -0.9879
H (1.293, 1.515, -0.863)  -0.8083
H (1.173, 0.695, -2.467)  -0.2484
H (2.583, 0.508, -1.581)  0.6862
H (2.514, -1.194, 0.635)  0.6008
H (0.984, -1.818, 1.039)  -0.4831
H (1.902, 1.025, 1.559)  -0.0841
H (1.523, -0.140, 2.739)  0.1343
H (-0.104, 1.201, 2.506)  0.4161
H (-0.738, -0.558, 2.322)  -0.4697
H (-0.924, 2.215, -0.817)  -0.9213
H (0.186, 2.435, 0.469)  -0.3100
H (-1.376, 2.709, 0.918)  0.1023
H (-2.687, -0.737, 0.994)  -0.8794
H (-3.239, 0.825, 0.325)  -0.0353
H (-2.774, 0.599, 2.020)  0.7539
H (0.918, -1.628, -2.565)  0.1128
H (0.771, -2.800, -1.214)  -1.0461
H (2.201, -2.033, -1.534)  0.6102
F (-1.351, -1.576, -5.204)  -1.1586
F (-4.482, -0.556, -5.216)  -0.8078
C (-8.518, -2.432, 3.794)  -1.2390
C (-8.266, -1.489, 2.560)  0.6636
C (-8.175, -0.053, 2.875)  -1.4742
O (-6.989, -1.641, 2.096)  -0.2534
H (-8.771, -3.307, 3.195)  0.3205
H (-9.369, -2.102, 4.390)  0.4034
H (-7.619, -2.674, 4.362)  0.2194
H (-8.985, -1.685, 1.764)  0.2615
H (-8.559, 0.636, 2.122)  0.2927
H (-7.269, 0.223, 3.414)  0.2970
H (-8.841, 0.163, 3.710)  0.4658
H (-6.697, -2.547, 2.221)  -0.1453
C (7.387, -3.294, -3.949)  -1.4354
C (7.550, -2.040, -3.185)  0.9687
C (8.912, -1.487, -3.026)  -1.4696
O (6.748, -1.001, -3.726)  -0.3987
H (6.386, -3.614, -4.238)  0.2793
H (7.743, -4.042, -3.240)  0.3539
H (8.071, -3.386, -4.792)  0.3988
H (7.165, -2.073, -2.165)  -0.0336
H (9.567, -2.055, -2.365)  0.3976
H (8.818, -0.496, -2.583)  0.2767
H (9.495, -1.454, -3.946)  0.3696
H (6.794, -0.961, -4.684)  0.2283
C (0.646, 5.810, 0.586)  -1.1988
C (1.954, 5.598, -0.157)  0.8203
C (1.808, 4.969, -1.529)  -0.6311
O (2.575, 6.837, -0.224)  -0.6140
H (0.599, 6.608, 1.327)  0.4590
H (0.382, 4.930, 1.172)  0.2120
H (-0.101, 5.976, -0.191)  0.0694
H (2.575, 4.892, 0.396)  0.1185
H (0.867, 5.221, -2.018)  0.3309
H (1.687, 3.887, -1.465)  -0.1912
H (2.584, 5.063, -2.289)  0.2723
H (3.487, 6.710, 0.047)  0.3830
C (5.404, -5.521, -0.926)  -1.1910
C (4.812, -4.629, 0.185)  0.6861
C (3.356, -4.739, 0.558)  0.1260
O (5.679, -4.607, 1.356)  -0.5843
H (6.356, -5.248, -1.381)  0.2236
H (4.681, -5.732, -1.715)  0.1686
H (5.460, -6.398, -0.281)  0.4669
H (4.846, -3.552, 0.019)  0.0257
H (3.101, -5.728, 0.938)  0.5457
H (2.781, -4.468, -0.328)  -0.5973
H (3.175, -3.978, 1.317)  -0.1066
H (6.573, -4.646, 1.007)  0.2967
C (0.686, -0.185, 5.542)  -0.3076
C (0.339, 0.551, 6.816)  0.5064
C (0.589, 2.070, 6.672)  -1.3259
O (-1.062, 0.381, 6.888)  -0.4764
H (0.539, -1.254, 5.695)  0.2605
H (1.753, -0.137, 5.325)  0.3507
H (0.146, 0.186, 4.671)  -0.4503
H (0.825, 0.008, 7.627)  0.2953
H (0.312, 2.556, 7.608)  0.5490
H (0.081, 2.506, 5.812)  0.2565
H (1.678, 2.119, 6.701)  0.2046
H (-1.280, 1.035, 7.557)  0.2716
C (7.322, 0.568, 4.490)  -1.3284
C (6.275, 1.446, 5.077)  0.2594
C (4.828, 0.920, 5.021)  -0.5807
O (6.648, 1.771, 6.400)  -0.5771
H (7.427, -0.346, 5.074)  0.3766
H (8.329, 0.986, 4.469)  0.3124
H (7.023, 0.033, 3.588)  0.1871
H (6.269, 2.398, 4.545)  0.4240
H (4.052, 1.633, 5.299)  0.2769
H (4.865, 0.146, 5.787)  0.2042
H (4.752, 0.451, 4.040)  0.0474
H (6.949, 2.681, 6.351)  0.3959
C (1.701, 4.706, -5.039)  0.1465
C (1.798, 4.921, -6.563)  0.3003
C (3.326, 5.098, -6.969)  -0.8640
O (1.227, 3.863, -7.244)  -0.5358
H (2.491, 4.094, -4.605)  -0.2025
H (0.798, 4.113, -4.891)  -0.4290
H (1.752, 5.685, -4.562)  0.4178
H (1.214, 5.819, -6.767)  0.2522
H (3.464, 5.170, -8.048)  0.4200
H (3.957, 4.244, -6.723)  -0.0889
H (3.719, 6.001, -6.502)  0.3624
H (0.291, 3.891, -7.035)  0.3079
C (-3.275, 4.040, 3.105)  -0.3378
C (-4.505, 4.127, 3.937)  0.1878
C (-4.445, 5.085, 5.124)  -1.4182
O (-5.578, 4.598, 3.036)  -0.5145
H (-3.183, 5.026, 2.650)  0.0496
H (-3.439, 3.400, 2.239)  -0.0106
H (-2.412, 3.742, 3.701)  0.3233
H (-4.916, 3.129, 4.088)  0.4235
H (-5.253, 4.959, 5.844)  0.3258
H (-4.326, 6.085, 4.705)  0.3282
H (-3.549, 4.924, 5.724)  0.3789
H (-5.338, 5.494, 2.790)  0.2490
C (4.697, 0.661, 1.018)  -1.4456
C (5.590, 1.825, 0.726)  1.2193
C (6.894, 1.440, 0.044)  -1.5233
O (4.778, 2.746, 0.055)  -0.4385
H (4.171, 0.276, 0.145)  0.5732
H (3.904, 0.887, 1.731)  -0.1666
H (5.297, -0.192, 1.333)  0.4841
H (5.852, 2.331, 1.655)  -0.0025
H (6.683, 1.101, -0.971)  0.1371
H (7.530, 0.695, 0.521)  0.3912
H (7.550, 2.286, -0.160)  0.5240
H (4.127, 2.175, -0.359)  0.2412
C (-0.357, -4.383, 2.327)  -0.1415
C (-1.001, -4.296, 0.925)  0.5278
O (-1.828, -3.082, 0.889)  1.2892
O (-1.308, -5.121, 3.050)  -0.7810
H (-0.207, -3.501, 2.951)  -0.2444
H (0.610, -4.882, 2.389)  0.3628
H (-1.608, -5.183, 0.743)  0.6343
H (-0.166, -4.184, 0.233)  -1.1486
H (-1.305, -2.307, 0.673)  -1.0145
H (-2.127, -4.621, 3.085)  0.4309
C (1.200, -7.224, -2.424)  -0.5291
C (1.824, -5.903, -2.848)  0.3234
O (0.801, -4.985, -3.167)  -0.3080
O (2.182, -8.217, -2.300)  -0.5919
H (0.454, -7.677, -3.076)  0.2583
H (0.805, -7.110, -1.415)  0.2359
H (2.448, -6.244, -3.673)  0.4414
H (2.514, -5.573, -2.071)  -0.3815
H (1.029, -4.145, -3.572)  0.0154
H (2.207, -8.495, -1.381)  0.3406
C (-3.725, -2.324, 3.473)  1.0057
C (-2.791, -2.264, 4.701)  -0.5894
O (-2.816, -0.907, 5.153)  -0.6191
O (-3.665, -3.522, 2.779)  -0.8048
H (-3.521, -1.414, 2.910)  -0.5898
H (-4.761, -2.195, 3.786)  0.3199
H (-1.751, -2.522, 4.501)  0.1486
H (-3.309, -2.893, 5.425)  0.5507
H (-1.928, -0.563, 5.281)  0.1864
H (-3.259, -3.306, 1.936)  0.0352
C (-5.551, 0.044, -2.068)  -0.6036
C (-5.330, -1.209, -1.196)  0.0311
O (-4.442, -2.128, -1.860)  -0.0234
O (-4.247, 0.340, -2.474)  0.4047
H (-5.983, 0.904, -1.556)  0.1451
H (-6.201, -0.180, -2.914)  0.3730
H (-6.243, -1.788, -1.060)  0.4979
H (-4.840, -0.939, -0.261)  -0.1528
H (-4.632, -2.978, -1.457)  -0.3045
H (-4.088, 1.261, -2.258)  0.0703
C (-7.592, 3.713, 0.229)  -0.4947
C (-7.903, 5.214, -0.053)  -0.1350
O (-7.425, 5.393, -1.395)  -0.6135
O (-6.222, 3.550, 0.581)  -0.1899
H (-7.884, 2.979, -0.521)  0.3039
H (-8.131, 3.320, 1.091)  0.3136
H (-7.294, 5.865, 0.574)  -0.0103
H (-8.961, 5.447, 0.071)  0.3673
H (-6.480, 5.334, -1.555)  0.3181
H (-6.104, 3.596, 1.533)  0.1718
C (-5.635, -4.690, 0.702)  0.6853
C (-6.969, -5.453, 0.673)  -0.8050
O (-7.670, -5.410, 1.925)  -0.4617
O (-5.166, -4.596, -0.633)  -0.4050
H (-4.950, -5.142, 1.420)  0.2445
H (-5.888, -3.649, 0.899)  -0.5364
H (-6.717, -6.486, 0.434)  0.5141
H (-7.582, -4.907, -0.044)  0.3202
H (-7.293, -6.077, 2.504)  0.2854
H (-5.250, -5.499, -0.947)  0.2067
C (-3.123, -4.485, -4.337)  -0.7896
C (-2.519, -4.443, -2.931)  0.1904
O (-1.663, -3.278, -2.875)  2.0404
O (-3.949, -3.273, -4.487)  -0.4301
H (-3.789, -5.349, -4.333)  0.3927
H (-2.446, -4.249, -5.158)  0.3025
H (-1.809, -5.259, -2.790)  0.4060
H (-3.231, -4.510, -2.109)  -0.2707
H (-0.786, -3.453, -3.224)  -0.8337
H (-4.603, -3.369, -5.183)  0.2062
C (-1.512, 2.115, -3.920)  0.7148
C (-2.418, 3.252, -3.397)  -0.6187
O (-3.267, 2.733, -2.422)  -0.5150
O (-2.310, 1.124, -4.547)  -0.3275
H (-0.886, 1.693, -3.134)  -0.8505
H (-0.831, 2.379, -4.729)  0.4381
H (-2.990, 3.705, -4.207)  0.4612
H (-1.877, 4.082, -2.942)  0.1511
H (-3.025, 3.061, -1.552)  -0.0987
H (-2.522, 1.361, -5.453)  0.1904
C (4.636, -2.898, 4.822)  -0.4003
C (3.388, -3.751, 5.147)  -0.3119
O (3.377, -4.973, 4.340)  -0.4771
O (4.711, -2.409, 3.494)  -0.0971
H (5.440, -3.629, 4.912)  0.4124
H (4.666, -2.177, 5.639)  0.1964
H (2.601, -3.077, 4.809)  -0.0567
H (3.272, -4.045, 6.190)  0.4512
H (4.258, -5.344, 4.426)  0.2901
H (4.855, -3.172, 2.930)  0.0460
C (-3.077, 6.446, -0.239)  -0.3386
C (-4.322, 7.297, 0.319)  -0.9142
O (-4.784, 6.908, 1.585)  -0.4371
O (-3.221, 5.142, 0.089)  0.3869
H (-2.173, 6.640, 0.338)  0.2815
H (-2.912, 6.659, -1.295)  0.2718
H (-5.227, 7.210, -0.283)  0.3507
H (-4.055, 8.353, 0.301)  0.4458
H (-5.455, 7.577, 1.743)  0.2640
H (-4.021, 5.014, 0.605)  -0.2183
C (1.983, -0.854, -5.799)  -0.2033
C (2.173, -2.339, -5.463)  -0.4546
O (1.016, -2.788, -4.799)  -0.1964
O (0.863, -0.710, -6.667)  -0.6054
H (2.968, -0.488, -6.088)  0.4297
H (1.712, -0.179, -4.987)  -0.1458
H (3.049, -2.382, -4.815)  0.3415
H (2.323, -2.927, -6.369)  0.3779
H (0.269, -2.440, -5.293)  0.0614
H (0.039, -0.669, -6.175)  0.3457
C (5.342, 2.046, -4.040)  0.3179
C (6.126, 3.106, -3.249)  -0.1441
O (5.569, 4.320, -3.529)  -0.5141
O (5.474, 2.177, -5.419)  -0.6653
H (4.312, 2.012, -3.688)  0.0451
H (5.632, 1.043, -3.727)  -0.0103
H (7.184, 3.249, -3.469)  0.3441
H (5.860, 2.824, -2.230)  -0.0040
H (5.791, 4.991, -2.880)  0.2769
H (5.259, 3.065, -5.714)  0.3036

## Properties
* HOMO-LUMO gap: 0.2315 Ha
* E_LUMO: 0.22 eV
* HOMO energy: -0.2235 Ha



3.
The following is a quantum chemistry calculation of a structure of composition C32H32BrEuF6N7OSSb in a non-equilibrium geometry, from the OMol25 dataset.

Last column: Mulliken charge in e.
Atoms and positions in Å:
Eu (10.573, 10.385, 11.742)  0.9691
N (6.824, 10.376, 14.754)  -0.6237
C (7.929, 10.582, 13.929)  0.3757
S (8.417, 9.223, 12.989)  -0.5023
N (8.539, 11.696, 14.098)  -1.4253
N (9.522, 12.054, 13.202)  1.5338
C (10.163, 13.210, 13.379)  0.0977
C (9.724, 14.139, 14.421)  -0.2775
C (9.240, 15.396, 14.082)  -0.1772
C (8.803, 16.231, 15.110)  -0.5384
C (8.785, 15.822, 16.461)  -0.5429
C (9.213, 14.528, 16.771)  -0.5336
C (9.628, 13.670, 15.773)  -0.3794
C (11.251, 13.531, 12.449)  0.3863
C (12.082, 14.670, 12.593)  -0.6715
C (13.111, 14.880, 11.668)  -0.5641
C (13.321, 13.949, 10.637)  -1.0928
C (12.485, 12.823, 10.571)  -0.4756
N (11.531, 12.612, 11.458)  0.4932
H (6.127, 9.755, 14.427)  0.2242
H (6.386, 11.220, 15.083)  0.2595
H (9.331, 15.792, 13.038)  0.3804
H (8.546, 17.291, 14.932)  0.3071
H (8.495, 16.460, 17.274)  0.3848
H (9.195, 14.196, 17.805)  0.3756
H (10.035, 12.732, 16.146)  0.3529
H (11.929, 15.465, 13.339)  0.4179
H (13.662, 15.814, 11.713)  0.3801
H (14.034, 14.207, 9.849)  0.3876
H (12.642, 12.076, 9.838)  0.7290
O (10.279, 8.859, 10.273)  -0.6821
C (9.826, 8.510, 9.089)  0.4414
C (8.491, 8.671, 8.688)  -0.2541
C (8.052, 8.212, 7.457)  -0.7566
C (8.967, 7.725, 6.495)  -0.4673
C (10.315, 7.639, 6.808)  -0.8331
C (10.726, 7.960, 8.114)  0.7809
C (12.123, 7.641, 8.409)  0.0511
N (12.751, 6.638, 7.863)  -0.7003
C (14.009, 6.635, 8.329)  -0.4977
C (14.186, 7.739, 9.181)  -0.3538
N (12.911, 8.330, 9.232)  0.2691
H (7.812, 9.087, 9.424)  0.3817
H (7.000, 8.329, 7.226)  0.3579
H (8.644, 7.375, 5.517)  0.3492
H (11.025, 7.228, 6.078)  0.3869
H (14.749, 5.898, 7.918)  0.3549
H (15.092, 8.128, 9.699)  0.3522
H (12.683, 8.974, 9.992)  0.1998
C (7.316, 14.432, 8.935)  -1.9240
C (8.379, 13.328, 8.843)  2.9098
C (8.146, 12.560, 7.563)  -1.4554
C (9.825, 13.947, 8.791)  -1.6055
C (8.175, 12.356, 9.933)  -1.5816
H (7.585, 15.158, 8.179)  0.4709
H (7.328, 14.858, 10.015)  0.2734
H (6.323, 14.080, 8.698)  0.4485
H (8.162, 13.244, 6.680)  0.3790
H (7.127, 12.103, 7.658)  0.3782
H (8.884, 11.747, 7.376)  0.1036
H (9.856, 14.869, 8.237)  0.5182
H (10.551, 13.252, 8.420)  0.3485
H (10.114, 14.172, 9.796)  0.2211
H (7.829, 12.646, 10.933)  0.1743
Br (10.566, 8.687, 18.118)  -0.2341
C (11.484, 8.611, 16.406)  -0.4791
C (12.726, 8.014, 16.347)  -0.1251
C (13.372, 8.126, 15.129)  -0.8645
C (12.788, 8.791, 14.089)  -0.3224
N (11.543, 9.331, 14.156)  0.1032
C (10.897, 9.268, 15.287)  0.2394
H (13.127, 7.602, 17.250)  0.4454
H (14.336, 7.679, 14.918)  0.3670
H (13.299, 8.839, 13.121)  0.5501
H (9.914, 9.723, 15.384)  0.2511
F (9.061, 11.315, 9.962)  0.4664
Sb (10.927, 12.409, 4.526)  1.6106
F (9.580, 12.998, 3.132)  -0.6507
F (11.140, 10.762, 3.338)  -0.6374
F (12.327, 13.523, 3.627)  -0.6312
F (12.427, 11.587, 5.686)  -0.6770
F (12.650, 10.049, 11.468)  -0.7022

## Properties
* net charge: -2
* spin multiplicity: 7
* HOMO-LUMO gap (alpha / beta): 0.1586 / 0.2224 Ha
* E_LUMO (alpha / beta): 3.26 / 3.26 eV
* HOMO energy (alpha / beta): -0.0387 / -0.1026 Ha